Entry 1:
Molecular formula: C25H20Cl2N6O11S2Sr
Method: DFT, ωB97M-V with the def2-TZVPD basis set

Net charge: -2
Kohn-Sham gap: 6.77 eV
HOMO energy: -2.76 eV

Last column: Mulliken charge in e.
Positions of all 67 atoms, in Å:
Sr: 0.5506 -0.2328 0.0789  1.73
O: -0.8108 -2.7933 -5.7971  -0.58
C: -1.9869 -2.6428 -5.2286  0.56
O: -3.0114 -2.9539 -5.7989  -0.65
C: -2.0218 -2.0973 -3.8381  -0.16
C: -3.1764 -1.9610 -3.0920  -0.43
Cl: -4.7960 -2.2813 -3.5141  -0.18
N: -2.8547 -1.4200 -1.9004  0.04
N: -1.5355 -1.1958 -1.8197  1.38
C: -1.0104 -1.6047 -2.9606  0.28
C: 0.4935 -1.4817 -3.1124  0.18
O: 1.0395 -2.0676 -4.0686  -0.92
O: 1.0719 -0.8016 -2.2377  -0.45
C: -3.6810 -1.1498 -0.7661  -0.20
C: -3.5496 0.0740 -0.1350  0.05
C: -4.3093 0.3407 0.9937  -0.54
C: -5.2011 -0.6073 1.4696  -0.50
C: -5.3141 -1.8369 0.8320  -0.90
C: -4.5440 -2.1205 -0.2828  -0.13
H: -0.0408 -2.4335 -5.2099  0.42
H: -2.8334 0.7978 -0.4999  0.32
H: -4.1691 1.2817 1.5076  0.39
H: -5.7891 -0.4008 2.3551  0.39
H: -5.9810 -2.5938 1.2238  0.33
H: -4.5798 -3.0937 -0.7490  0.44
S: -0.9948 1.5403 2.0188  -0.58
C: -1.4059 3.0503 1.3065  0.15
N: -1.9094 4.0778 1.9213  -0.53
N: -2.0510 3.9240 3.2530  0.29
C: -2.6540 4.8891 4.0129  0.39
C: -2.8008 4.6838 5.3923  -0.45
C: -3.4013 5.6435 6.1848  -0.43
C: -3.8722 6.8313 5.6361  -0.55
C: -3.7266 7.0331 4.2688  -0.44
C: -3.1289 6.0841 3.4574  -0.35
N: -1.3487 3.3462 -0.0853  -0.72
N: -0.9976 2.4290 -0.8437  0.81
C: -1.0235 2.8158 -2.2283  -0.08
C: -0.3307 2.0063 -3.1145  -0.14
C: -0.3361 2.2974 -4.4714  -0.84
C: -1.0433 3.3927 -4.9426  -0.38
C: -1.7422 4.1999 -4.0498  -0.55
C: -1.7361 3.9175 -2.6954  -0.50
H: -1.7478 3.0349 3.6462  0.14
H: -2.4348 3.7627 5.8296  0.35
H: -3.5014 5.4602 7.2483  0.32
H: -4.3407 7.5811 6.2599  0.35
H: -4.0859 7.9517 3.8193  0.32
H: -3.0153 6.2420 2.3954  0.40
H: 0.2213 1.1556 -2.7367  0.72
H: 0.2085 1.6586 -5.1547  0.44
H: -1.0594 3.6151 -6.0023  0.37
H: -2.3017 5.0523 -4.4164  0.34
H: -2.2773 4.5303 -1.9880  0.45
O: -1.9011 -3.6965 0.2207  -0.64
Cl: -0.6857 -3.2119 0.8132  1.87
O: -0.2436 -4.0987 1.8477  -0.73
O: -0.9093 -1.8750 1.3721  -0.84
O: 0.3431 -3.0654 -0.2031  -0.71
C: 4.2842 -0.2749 -0.7458  -0.61
S: 3.4176 0.4919 0.5997  1.10
O: 4.4079 1.1455 1.4181  -0.66
O: 2.4310 1.3821 -0.0417  -0.72
O: 2.6827 -0.6095 1.2562  -0.87
H: 4.8461 0.4965 -1.2670  0.28
H: 3.5574 -0.7319 -1.4155  0.05
H: 4.9556 -1.0228 -0.3308  0.31

Entry 2:
Molecular formula: C25H20I2KN4O
Method: DFT, ωB97M-V with the def2-TZVPD basis set

Net charge: -1
Kohn-Sham gap: 6.39 eV
HOMO energy: -4.15 eV

Last column: Mulliken charge in e.
Positions of all 53 atoms, in Å:
K: -0.8790 -0.0748 -0.5917  0.93
I: -4.1631 -4.0932 6.1017  -0.02
C: -3.3803 -3.2541 4.3495  -0.35
C: -3.6679 -3.8208 3.1237  -0.38
C: -3.1441 -3.2595 1.9723  -0.29
I: -3.5695 -4.1052 0.1103  -0.04
C: -2.3058 -2.1208 1.9834  -0.21
O: -1.7954 -1.5942 0.9447  -0.47
C: -2.0531 -1.5528 3.2805  0.59
C: -1.2798 -0.2648 3.3176  -0.61
N: 0.0777 -0.3796 2.7881  -0.45
C: 0.6875 0.9282 2.6024  -0.32
C: 1.9117 0.8508 1.7339  0.37
C: 3.1330 1.3669 2.1527  -0.80
C: 4.2164 1.3292 1.2914  -0.34
C: 4.0492 0.7699 0.0361  -0.84
C: 2.7981 0.2714 -0.2938  -0.09
N: 1.7526 0.3076 0.5251  0.10
C: -2.5759 -2.1153 4.4208  -0.46
H: -4.2975 -4.6981 3.0546  0.31
H: -1.2133 0.0893 4.3517  0.36
H: -1.8508 0.4930 2.7503  0.25
H: 0.0141 -0.8204 1.8742  0.23
H: 0.9569 1.3420 3.5788  0.32
H: 0.0000 1.6504 2.1227  0.21
H: 3.2190 1.7929 3.1432  0.35
H: 5.1747 1.7300 1.5973  0.39
H: 4.8553 0.7178 -0.6826  0.41
H: 2.6332 -0.1724 -1.2692  0.38
H: -2.3673 -1.6622 5.3834  0.33
C: 3.9023 -0.6369 -4.4709  -0.45
C: 2.9199 -1.5595 -4.1502  -0.50
C: 1.6750 -1.1214 -3.7201  -0.16
C: 1.4192 0.2393 -3.5968  -0.16
C: 2.4027 1.1718 -3.9308  -0.07
C: 3.6364 0.7257 -4.3644  -0.59
N: 0.1356 0.5748 -3.0820  -0.07
N: 0.0086 1.7710 -2.7584  -0.16
C: -1.2770 2.0619 -2.1390  -0.51
C: -2.4057 1.4645 -2.7031  0.23
C: -3.6120 1.5926 -2.0366  -0.54
C: -3.6233 2.2830 -0.8253  -0.31
C: -2.4599 2.8640 -0.3326  -0.25
C: -1.2009 2.8374 -0.9815  -0.71
H: 4.8747 -0.9738 -4.8073  0.38
H: 3.1231 -2.6195 -4.2332  0.36
H: 0.8914 -1.8220 -3.4612  0.41
H: 2.1802 2.2236 -3.8187  0.45
H: 4.4072 1.4423 -4.6209  0.37
H: -2.3221 0.8935 -3.6202  0.35
H: -4.5185 1.1596 -2.4413  0.37
H: -4.5525 2.3765 -0.2715  0.35
H: -2.5411 3.4003 0.6127  0.33

Entry 3:
Molecular formula: C25H21AsBF7N3S3Zr
Method: DFT, ωB97M-V with the def2-TZVPD basis set

Net charge: +1
Kohn-Sham gap: 7.50 eV
HOMO energy: -11.05 eV

Last column: Mulliken charge in e.
Positions of all 62 atoms, in Å:
Zr: 0.0785 -1.6535 0.7554  0.69
F: 4.5388 1.1756 1.0981  -0.17
C: 4.9158 0.1147 1.8251  0.52
F: 5.8480 0.5280 2.6944  -0.29
F: 5.4993 -0.7613 0.9925  -0.23
C: 3.7449 -0.5104 2.5410  -0.22
C: 3.7279 -0.6183 3.9207  -0.21
C: 2.6399 -1.1923 4.5630  -1.11
C: 1.5862 -1.6369 3.7986  -0.26
N: 1.6129 -1.5493 2.4626  0.12
C: 2.6554 -1.0035 1.8276  1.02
S: 2.4194 -1.0092 0.0871  -0.43
H: 4.5682 -0.2496 4.4929  0.56
H: 2.6107 -1.2846 5.6381  0.42
H: 0.6979 -2.0749 4.2312  0.53
S: -0.9905 -0.2001 2.4504  -0.37
C: -2.4251 0.6821 1.8873  1.06
C: -3.4440 0.9826 2.7829  -0.86
C: -4.5384 1.7208 2.3504  -0.61
C: -4.6221 2.1678 1.0373  -0.75
C: -3.6036 1.8713 0.1421  -0.32
C: -2.5127 1.1318 0.5720  -0.44
As: -1.0328 0.6248 -0.5301  1.50
C: -1.7779 0.7148 -2.3054  -0.10
C: -1.3651 1.6809 -3.2150  -0.24
C: -1.9587 1.7421 -4.4699  -0.70
C: -2.9627 0.8478 -4.8108  -0.50
C: -3.3800 -0.1106 -3.8956  -0.84
C: -2.7863 -0.1811 -2.6451  -0.12
C: 0.2188 2.0841 -0.4176  0.49
C: -0.0067 3.1310 0.4674  -0.59
C: 0.9240 4.1556 0.5669  -0.74
C: 2.0712 4.1342 -0.2139  -0.58
C: 2.2933 3.0871 -1.0983  -0.86
C: 1.3712 2.0571 -1.1974  -0.13
H: -3.3838 0.6380 3.8066  0.49
H: -5.3350 1.9462 3.0469  0.39
H: -5.4792 2.7418 0.7128  0.42
H: -3.6597 2.2079 -0.8860  0.49
H: -0.5959 2.3958 -2.9524  0.42
H: -1.6378 2.4971 -5.1755  0.43
H: -3.4272 0.9012 -5.7864  0.40
H: -4.1711 -0.8025 -4.1529  0.44
H: -3.1223 -0.9301 -1.9359  0.43
H: -0.9019 3.1563 1.0771  0.40
H: 0.7497 4.9715 1.2556  0.43
H: 2.7943 4.9350 -0.1341  0.42
H: 3.1874 3.0671 -1.7071  0.44
H: 1.5544 1.2374 -1.8824  0.64
F: -1.0127 -5.4053 1.5589  -0.23
B: -0.6578 -4.1309 1.5420  0.06
F: 0.6625 -3.8832 0.8948  -0.35
F: -1.4840 -3.2679 0.6839  -0.37
F: -0.5643 -3.4272 2.7229  -0.17
N: 1.9117 -4.0019 -1.7171  -0.23
C: 1.0018 -3.3818 -2.4498  0.70
N: 0.8642 -3.7337 -3.7257  -0.40
S: -0.0243 -2.1140 -1.8904  -0.23
H: 2.4936 -4.7253 -2.1074  0.23
H: 2.0324 -3.7660 -0.7469  0.10
H: 1.4211 -4.4548 -4.1534  0.19
H: 0.1683 -3.2692 -4.2839  0.21

Entry 4:
Molecular formula: C25H21AuF12N2O2
Method: DFT, ωB97M-V with the def2-TZVPD basis set

Net charge: -2
Kohn-Sham gap: 4.70 eV
HOMO energy: -0.26 eV

Last column: Mulliken charge in e.
Positions of all 63 atoms, in Å:
Au: 1.3842 -0.0861 -1.0908  0.54
C: -0.1804 1.4012 6.0049  -1.80
C: -0.1569 1.3313 4.4903  0.53
C: -0.8793 2.2115 3.6991  -0.99
C: -0.8134 2.1402 2.3260  0.07
C: -0.0723 1.1481 1.6209  -0.04
N: -0.0540 1.2148 0.2644  0.69
C: -1.1513 1.4723 -0.4653  0.28
C: -2.4437 1.0978 -0.0120  -0.49
C: -3.5926 1.3626 -0.7166  -1.08
C: -3.5357 1.9961 -1.9561  0.38
C: -4.7876 2.3646 -2.7210  -1.62
C: -2.2743 2.3253 -2.4470  -0.55
C: -1.0684 2.0590 -1.7800  -0.36
C: 0.3063 2.4425 -2.4016  2.10
O: 1.2036 1.4527 -2.5894  -1.26
C: 0.1479 3.0238 -3.8518  0.20
F: 1.3263 3.2432 -4.4439  -0.28
F: -0.5266 2.1880 -4.6724  -0.25
F: -0.5163 4.2314 -3.9009  -0.31
C: 0.8978 3.6364 -1.5425  0.69
F: 1.5783 3.2168 -0.4834  -0.13
F: 1.7504 4.4494 -2.2390  -0.37
F: -0.0923 4.4684 -1.0751  -0.34
C: 0.7028 0.2538 2.4429  -0.67
C: 0.6244 0.4053 3.8317  -0.71
C: 1.6823 -0.8094 1.8611  1.75
O: 1.3815 -1.3527 0.6832  -0.99
C: 3.1072 -0.1443 1.8297  0.33
F: 4.0551 -1.0142 1.3975  -0.31
F: 3.1610 0.9182 1.0307  -0.11
F: 3.5087 0.3105 3.0695  -0.32
C: 1.8304 -2.0464 2.8341  0.20
F: 2.4148 -3.0783 2.1906  -0.21
F: 0.6177 -2.5001 3.2554  -0.31
F: 2.5839 -1.8769 3.9669  -0.30
H: -1.1978 1.2779 6.4000  0.33
H: 0.1973 2.3571 6.3726  0.31
H: 0.4389 0.6161 6.4382  0.33
H: -1.4650 2.9962 4.1541  0.34
H: -1.3464 2.8738 1.7266  0.48
H: -2.5166 0.6211 0.9566  0.49
H: -4.5593 1.0498 -0.3156  0.24
H: -5.6512 1.8083 -2.3600  0.38
H: -4.6994 2.1540 -3.7899  0.34
H: -5.0185 3.4358 -2.5976  0.26
H: -2.2572 2.8266 -3.4102  0.33
H: 1.2306 -0.2555 4.4405  0.31
C: 1.6321 -5.3207 -2.6843  -1.91
C: 1.0369 -4.1831 -1.8191  2.79
C: -0.4985 -4.2309 -1.8718  -1.78
C: 1.5430 -4.2755 -0.3759  -1.44
C: 1.4729 -2.9071 -2.4007  -0.27
N: 1.8401 -1.9169 -2.8788  -0.62
H: 1.3654 -6.2706 -2.2394  0.41
H: 2.7201 -5.2310 -2.7211  0.38
H: 1.2386 -5.2826 -3.7006  0.43
H: -0.8683 -5.1872 -1.5042  0.41
H: -0.8536 -4.0955 -2.8954  0.42
H: -0.9259 -3.4382 -1.2580  0.34
H: 1.1763 -5.1953 0.0848  0.43
H: 1.2045 -3.4089 0.1908  -0.04
H: 2.6417 -4.2748 -0.3514  0.38

| no. | energy (a.u.) |
| --- | --- |
| 1 | -3868.4115 |
| 2 | -2454.2709 |
| 3 | -5331.0774 |
| 4 | -2559.3967 |